(1)
Below is a cluster of 2 separate species, C3H11N2 in total in a non-equilibrium geometry, with properties calculated with ωB97M-V/def2-TZVPD.

As for the multiplicity: 1. As for the HOMO energy: -0.45754 Eh. As for the largest force on an atom: 1.70 eV Å⁻¹. The calculated total energy comes out at -230.1050 Eh. As for the energy above the lowest of the compared OMol25 structures with the same formula, charge and spin: 48.5 kcal/mol. As for the net charge: +1.

Cartesian coordinates (Å):
C (-1.533864, -2.317440, -1.885720)
N (-1.302718, -1.441105, -0.968611)
H (-1.472757, -3.374690, -1.637213)
H (-1.847452, -2.016630, -2.877126)
H (-1.251428, -0.430377, -1.154600)
H (-0.977905, -1.670418, -0.029646)
C (0.063393, 0.392298, 0.434458)
C (0.645035, 1.495748, 1.311792)
N (2.033583, 1.797819, 0.912516)
H (0.578834, -0.545022, 0.656131)
H (-1.018545, 0.316319, 0.688089)
H (0.144995, 0.634008, -0.668980)
H (0.057287, 2.403619, 1.263902)
H (0.568570, 1.225713, 2.377985)
H (2.392955, 2.530708, 1.523553)
H (2.662007, 1.006138, 1.087384)

Cartesian forces (eV/Å) of the 6 atoms listed first:
-0.1 0.6 1.3
0.0 -0.8 -1.5
0.0 0.1 0.0
0.1 0.2 0.0
-0.4 -0.5 -0.1
-0.2 -0.3 -0.2

(2)
Below is a cluster of 2 separate species, C3H5IO in total in a non-equilibrium geometry, with properties calculated with ωB97M-V/def2-TZVPD.

As for the multiplicity: 3. As for the HOMO energy (alpha / beta): -0.26635 / -0.34738 Eh. As for the largest force on an atom: 2.51 eV Å⁻¹. The calculated total energy comes out at -490.0737 Eh. As for the energy above the lowest of the compared OMol25 structures with the same formula, charge and spin: 3.1 kcal/mol.

Cartesian coordinates (Å):
C (-1.936121, 0.398211, 1.085538)
C (1.175441, -0.824038, -0.745880)
C (0.764966, 0.324234, 0.020927)
O (-2.456951, 0.622103, 0.086675)
I (0.484465, 2.142552, -0.793946)
H (-2.590435, 0.384155, 2.013519)
H (2.231790, -0.796106, -0.683540)
H (0.658951, -1.743877, -0.331032)
H (0.900303, -0.906183, -1.783208)
H (0.767591, 0.398951, 1.130945)

Cartesian forces (eV/Å) of the 6 atoms listed first:
-0.2 -0.3 2.3
-1.4 -1.8 0.4
-0.7 1.2 1.5
-0.7 0.3 -2.4
0.1 0.8 -0.5
0.4 -0.1 0.3

(3)
Below is an isolated molecule of C5H8N2O in a non-equilibrium geometry, with properties calculated with ωB97M-V/def2-TZVPD.

Its SMILES is O[C@]12CN=CN[C@@H]1C2. As for the multiplicity: 1. As for the HOMO energy: -0.32131 Eh. As for the largest force on an atom: 6.69 eV Å⁻¹. The calculated total energy comes out at -379.8953 Eh. As for the energy above the lowest of the compared OMol25 structures with the same formula, charge and spin: 121.0 kcal/mol.

Cartesian coordinates (Å):
O (-0.915912, 1.372713, -0.160022)
C (0.241744, 0.811163, -0.273121)
C (0.224816, -0.022868, -1.567523)
N (-0.945121, -1.035485, -1.216853)
C (-1.182385, -1.269989, -0.020774)
N (-0.659480, -0.691401, 1.200679)
C (0.553011, -0.096339, 0.886839)
C (1.135465, 1.337017, 0.867677)
H (-1.631206, 0.784936, -0.271920)
H (1.059598, -0.612003, -1.915001)
H (-0.125199, 0.565360, -2.416102)
H (-1.792421, -2.189640, 0.173988)
H (-0.339444, -1.769447, 1.791492)
H (1.300436, -0.857327, 0.746105)
H (2.217178, 1.465857, 0.641799)
H (0.858921, 2.207453, 1.532737)

Cartesian forces (eV/Å) of the 6 atoms listed first:
-3.4 4.3 0.7
4.4 -1.7 -0.6
-1.6 0.1 0.7
2.1 1.2 -2.1
-0.5 -2.3 1.7
-0.4 -5.9 3.2

(4)
Below is an isolated molecule of C9H9NO3S in a non-equilibrium geometry, with properties calculated with ωB97M-V/def2-TZVPD.

As for the multiplicity: 3. As for the HOMO energy (alpha / beta): -0.21758 / -0.33937 Eh. As for the largest force on an atom: 4.34 eV Å⁻¹. The calculated total energy comes out at -1026.8806 Eh. As for the energy above the lowest of the compared OMol25 structures with the same formula, charge and spin: 0.0 kcal/mol.

Cartesian coordinates (Å):
C (2.659906, -0.669081, 0.674050)
C (2.454512, 0.692451, 1.030549)
C (1.683461, -1.422694, 0.055599)
C (1.308059, 1.296004, 0.702033)
C (0.477890, -0.861948, -0.224497)
C (0.321440, 0.532789, 0.105577)
C (-0.715932, -1.519404, -0.735380)
C (-1.027513, 0.837985, -0.435987)
C (-1.686907, -0.371601, -0.739483)
N (-1.612225, 2.008184, -0.617095)
O (-2.253214, -1.335595, 1.943105)
O (-3.553790, 0.634349, 1.211041)
O (-2.744840, -0.338290, -1.694472)
S (-2.963287, -0.665497, 0.853087)
H (3.533455, -1.127114, 0.936044)
H (3.218606, 1.236956, 1.637865)
H (1.812195, -2.511445, -0.181111)
H (1.233829, 2.349626, 0.951439)
H (-0.965583, -2.064807, -1.758353)
H (-0.933987, -2.398652, -0.061365)
H (-1.355013, 2.872313, -0.101634)
H (-2.623478, 2.119923, -0.803619)
H (-3.548902, 0.181984, -1.424533)

Cartesian forces (eV/Å) of the 6 atoms listed first:
-1.3 1.8 0.2
2.5 -1.9 0.8
0.1 -1.7 -0.3
-1.1 1.4 0.0
1.9 1.7 0.4
-3.3 -1.1 -2.4

(5)
Below is a cluster of 2 separate species, C4H13N3O in total in a non-equilibrium geometry, with properties calculated with ωB97M-V/def2-TZVPD.

Its SMILES is COC(C)(N)N.C=N. As for the multiplicity: 1. As for the HOMO energy: -0.33330 Eh. As for the largest force on an atom: 1.74 eV Å⁻¹. The calculated total energy comes out at -399.6688 Eh. As for the energy above the lowest of the compared OMol25 structures with the same formula, charge and spin: 49.3 kcal/mol.

Cartesian coordinates (Å):
C (1.106473, -1.607790, -0.932763)
O (0.641221, -1.047273, 0.281194)
C (-0.700804, -0.584935, 0.307329)
C (-0.751536, 0.526817, 1.478371)
N (-1.617733, -1.620476, 0.697601)
N (-1.088816, -0.107825, -0.985052)
H (1.306765, -0.827810, -1.668597)
H (2.030737, -2.126980, -0.681677)
H (0.389516, -2.319107, -1.346945)
H (-0.824079, 1.520548, 1.032375)
H (0.099456, 0.458658, 2.148445)
H (-1.645390, 0.338614, 2.071487)
H (-1.277229, -2.105020, 1.518898)
H (-1.871988, -2.222998, -0.077399)
H (-0.497923, 0.677083, -1.266398)
H (-2.059672, 0.175302, -0.964903)
C (1.554725, 1.968960, -0.050882)
N (0.878381, 2.104426, -1.098634)
H (1.914510, 0.970404, 0.199858)
H (1.828184, 2.769290, 0.642493)
H (0.585203, 3.060113, -1.304800)

Cartesian forces (eV/Å) of the 6 atoms listed first:
-0.1 -0.1 0.1
0.4 0.3 0.1
-0.2 0.9 1.5
-0.2 -0.9 -0.9
-0.4 0.1 -0.2
-0.2 0.0 -0.2

(6)
Below is an isolated molecule of C5H6N2OS in a non-equilibrium geometry, with properties calculated with ωB97M-V/def2-TZVPD.

Its SMILES is N#CSN1CCCC1=O. As for the multiplicity: 1. As for the HOMO energy: -0.36211 Eh. As for the largest force on an atom: 3.62 eV Å⁻¹. The calculated total energy comes out at -777.0143 Eh. As for the energy above the lowest of the compared OMol25 structures with the same formula, charge and spin: 33.7 kcal/mol.

Cartesian coordinates (Å):
N (-3.795204, 1.750404, -1.098699)
C (-3.811667, 0.859703, -0.403715)
S (-3.541043, -0.363670, 0.757844)
N (-1.889587, -0.457952, 0.409229)
C (-1.064305, 0.693715, 0.570280)
C (0.048859, 0.404732, -0.416646)
C (0.146503, -1.069615, -0.451164)
C (-1.199723, -1.563528, -0.042460)
O (-1.683209, -2.633484, -0.240837)
H (-0.765829, 0.759102, 1.671195)
H (-1.623173, 1.627181, 0.223392)
H (1.148500, 0.816062, -0.197018)
H (-0.354076, 0.912300, -1.317519)
H (0.953484, -1.297738, 0.276626)
H (0.273293, -1.755555, -1.409486)

Cartesian forces (eV/Å) of the 6 atoms listed first:
-0.2 2.2 -1.9
-0.2 -2.2 1.9
0.3 -0.2 -0.3
-0.9 -0.2 0.5
0.2 1.9 1.7
2.4 2.5 -1.0